No. 1
A molecular structure, C20H51AuN3OSi4V. Source: OMol25; level of theory: the ωB97M-V functional and the def2-TZVPD basis.

Atoms and positions in Å:
N (-1.662, -0.424, -0.359)
C (-2.630, -0.445, 0.455)
O (-3.738, -0.829, 0.749)
Au (-1.406, 0.927, 1.848)
V (0.152, -0.023, -0.126)
N (0.336, 1.551, -1.011)
N (0.801, -1.444, -1.088)
C (-0.323, 2.382, -2.034)
C (0.182, -2.450, -1.980)
C (-0.088, 3.879, -1.794)
C (0.216, 1.993, -3.412)
C (-1.821, 2.118, -1.990)
C (-0.538, -3.473, -1.107)
C (1.220, -3.120, -2.877)
C (-0.848, -1.781, -2.877)
H (-0.432, 4.171, -0.791)
H (-0.661, 4.449, -2.537)
H (0.972, 4.138, -1.909)
H (1.298, 2.171, -3.461)
H (-0.284, 2.592, -4.186)
H (0.026, 0.929, -3.614)
H (-2.059, 1.073, -2.214)
H (-2.321, 2.749, -2.735)
H (-2.243, 2.364, -1.007)
H (0.167, -3.961, -0.420)
H (-1.007, -4.242, -1.734)
H (-1.324, -2.984, -0.516)
H (1.921, -3.733, -2.300)
H (1.776, -2.362, -3.444)
H (0.718, -3.776, -3.598)
H (-1.235, -2.519, -3.589)
H (-0.409, -0.959, -3.454)
H (-1.689, -1.398, -2.297)
C (1.693, 1.900, -0.603)
H (2.079, 1.149, 0.112)
H (2.412, 1.943, -1.443)
H (1.741, 2.874, -0.089)
C (2.161, -1.678, -0.627)
H (2.438, -0.933, 0.137)
H (2.300, -2.671, -0.160)
H (2.920, -1.594, -1.427)
C (2.298, 2.761, 3.023)
Si (0.584, 2.024, 3.404)
C (0.432, 1.938, 5.291)
C (-0.709, 3.281, 2.782)
Si (0.617, -0.174, 2.558)
Si (2.640, -1.097, 3.274)
C (2.959, -0.714, 5.087)
C (2.425, -2.939, 2.994)
C (4.097, -0.416, 2.317)
Si (-1.025, -1.274, 3.864)
C (-0.355, -1.723, 5.591)
C (-2.634, -0.314, 4.190)
C (-1.419, -2.874, 2.954)
H (2.303, 3.800, 3.391)
H (2.530, 2.789, 1.950)
H (3.117, 2.231, 3.530)
H (0.485, 2.974, 5.658)
H (-0.520, 1.510, 5.629)
H (1.247, 1.377, 5.765)
H (-0.631, 3.464, 1.703)
H (-1.751, 3.022, 3.042)
H (-0.464, 4.210, 3.312)
H (2.193, -1.095, 5.772)
H (3.905, -1.238, 5.290)
H (3.111, 0.357, 5.278)
H (2.225, -3.196, 1.946)
H (3.393, -3.375, 3.280)
H (1.641, -3.390, 3.616)
H (4.091, -0.703, 1.260)
H (4.198, 0.674, 2.383)
H (4.975, -0.878, 2.791)
H (-0.046, -0.847, 6.177)
H (-1.184, -2.211, 6.127)
H (0.482, -2.432, 5.556)
H (-3.215, -0.173, 3.262)
H (-3.235, -0.916, 4.885)
H (-2.443, 0.670, 4.637)
H (-1.912, -2.693, 1.989)
H (-0.529, -3.492, 2.776)
H (-2.117, -3.449, 3.583)

As for the relative energy (zero: lowest compared OMol25 entry of this formula, charge and spin): 0.000 eV. Its maximum force is 4.9 eV Å⁻¹. As for the net charge: +2.

Atomic partial charges in e from the Löwdin method, atoms 1 to 6: number 1, N, carries 0.022; number 2, C, carries -0.473; number 3, O, carries 0.163; number 4, Au, carries 0.677; number 5, V, carries 0.733; number 6, N, carries -0.169

No. 2
10 unconnected molecules or ions with the total composition C20H51BrN2O9P2S2. Source: OMol25; level of theory: the ωB97M-V functional and the def2-TZVPD basis.

Atoms and positions in Å:
C (-0.347, -2.423, -4.395)
C (-1.179, -1.446, -5.416)
Br (0.155, -0.613, -6.659)
C (-2.193, -0.384, -4.686)
C (-1.299, 0.716, -3.840)
C (-0.713, 2.112, -4.546)
C (0.202, 3.163, -3.663)
P (0.854, 4.754, -4.494)
C (2.351, 4.439, -5.637)
C (-0.537, 5.749, -5.344)
C (0.517, 2.799, -2.062)
P (1.601, 3.897, -0.910)
S (1.272, 5.807, -1.076)
C (-0.114, 1.434, -1.388)
N (0.010, 0.861, 0.008)
S (-0.892, -0.652, 0.102)
N (-1.530, -0.852, -1.535)
C (-1.024, 0.379, -2.253)
H (-1.029, -3.310, -4.041)
H (0.586, -2.837, -5.012)
H (0.100, -1.877, -3.459)
H (-1.863, -2.162, -6.081)
H (-3.054, -0.882, -4.051)
H (-2.748, 0.230, -5.543)
H (-0.963, 2.329, -5.691)
H (2.494, 3.331, -5.985)
H (3.344, 4.758, -5.064)
H (2.323, 5.122, -6.610)
H (-0.170, 6.875, -5.459)
H (-1.461, 5.782, -4.590)
H (-0.898, 5.324, -6.375)
H (1.229, 3.535, 0.464)
H (2.973, 3.498, -1.094)
C (1.441, -3.829, 1.154)
O (0.814, -3.714, -0.110)
H (2.431, -4.271, 1.020)
H (1.543, -2.838, 1.603)
H (0.841, -4.474, 1.801)
H (-0.062, -3.319, 0.040)
C (-2.026, -6.099, 1.546)
O (-2.000, -4.825, 0.930)
H (-1.923, -5.974, 2.626)
H (-2.978, -6.591, 1.328)
H (-1.197, -6.704, 1.170)
H (-2.094, -4.968, -0.027)
C (0.680, -3.459, 5.055)
O (0.616, -4.566, 4.175)
H (1.605, -3.518, 5.633)
H (0.672, -2.532, 4.477)
H (-0.175, -3.484, 5.735)
H (-0.214, -4.487, 3.675)
C (-4.770, -1.742, 1.087)
O (-3.988, -2.572, 0.248)
H (-5.288, -1.003, 0.472)
H (-5.506, -2.350, 1.619)
H (-4.121, -1.229, 1.800)
H (-3.541, -3.218, 0.821)
C (5.353, -4.919, 1.773)
O (5.197, -4.345, 3.057)
H (6.370, -5.308, 1.679)
H (4.640, -5.738, 1.650)
H (5.184, -4.157, 1.009)
H (4.286, -4.009, 3.112)
C (3.993, 8.787, -2.814)
O (2.965, 9.648, -2.362)
H (4.864, 9.387, -3.089)
H (4.268, 8.095, -2.015)
H (3.646, 8.231, -3.689)
H (2.206, 9.088, -2.125)
C (2.044, 3.877, 3.486)
O (2.071, 5.152, 2.870)
H (2.148, 4.002, 4.566)
H (1.093, 3.385, 3.268)
H (2.874, 3.273, 3.110)
H (1.977, 5.009, 1.913)
C (-3.638, -3.107, 4.526)
O (-2.827, -3.799, 3.595)
H (-3.493, -3.543, 5.517)
H (-3.350, -2.053, 4.549)
H (-4.688, -3.202, 4.238)
H (-2.977, -3.390, 2.726)
C (-2.301, 0.452, 6.644)
O (-2.342, -0.152, 5.365)
H (-3.315, 0.493, 7.051)
H (-1.668, -0.141, 7.309)
H (-1.906, 1.467, 6.557)
H (-1.429, -0.174, 5.030)

For the total energy, the calculation gives -5631.81263 Ha. Its SMILES is C[C@H](Br)Cc1cc(P(C)C)c([PH2]=S)c2nsnc12.CO.CO.CO.CO.CO.CO.CO.CO.CO. Its maximum force is 6.4 eV Å⁻¹. As for the net charge: 0.

Atomic partial charges in e from the Löwdin method, atoms 1 to 6: number 1, C, carries -0.175; number 2, C, carries -0.701; number 3, Br, carries 0.591; number 4, C, carries -0.207; number 5, C, carries -0.086; number 6, C, carries -0.020